Entry 1:
14
Properties=species:S:1:pos:R:3:forces:R:3 method="wB97M-V/def2-TZVPD" lumo_energy_ha=0.0392 charge=0 homo_energy_ev=-10.1 smiles=COC[C@H]1CO1 homo_lumo_gap_ev=11.2
C 1.138 -0.730 0.027 -0.2 -0.1 -0.1
H -2.734 -0.150 0.671 0.1 0.1 -0.1
C 2.276 0.049 -0.456 0.1 0.2 -0.3
H 0.096 0.995 0.753 0.0 -0.1 -0.1
H 2.194 1.136 -0.496 0.0 -0.2 0.0
H -2.252 1.456 0.054 0.0 -0.2 0.0
O 2.270 -0.511 0.851 0.1 0.0 0.2
H -2.979 0.256 -1.052 0.1 0.0 0.1
H -0.508 -0.550 1.394 0.0 0.0 -0.1
C -0.125 -0.052 0.486 0.2 0.0 0.2
O -1.060 -0.133 -0.559 0.1 0.0 -0.1
C -2.313 0.385 -0.196 -0.3 0.1 0.0
H 1.008 -1.754 -0.327 0.1 0.2 0.1
H 2.987 -0.395 -1.151 -0.1 0.0 0.1

***

Entry 2:
14
Properties=species:S:1:pos:R:3:forces:R:3 method="wB97M-V/def2-TZVPD" lumo_energy_ha="0.0012 / 0.0010" charge=0 homo_energy_ev="-7.6 / -7.6" homo_lumo_gap_ev="7.6 / 7.6"
H -2.692 -0.139 0.750 0.2 0.0 0.0
H 1.189 -1.489 -1.790 -0.1 0.2 0.0
C 1.036 -0.409 -1.685 0.1 0.0 0.0
H 2.106 0.021 1.190 0.0 0.2 0.0
H -1.406 -1.183 1.517 0.0 0.2 -0.1
O 1.715 0.864 0.933 0.1 -0.2 0.1
O -1.136 -0.503 -0.670 0.2 0.1 0.1
C -1.718 -0.187 1.226 -0.2 -0.1 0.2
H -1.606 0.553 2.014 0.1 -0.1 -0.2
H -0.210 1.511 0.708 0.0 -0.2 0.0
H 1.993 0.080 -1.491 -0.1 -0.1 -0.1
C 0.064 -0.105 -0.585 0.0 0.0 0.1
C 0.400 0.623 0.564 -0.2 0.1 -0.3
H 0.620 -0.044 -2.630 0.0 -0.1 0.1

***

ΔE to the lowest compared entry with this formula, charge and spin: 2.533; 5.073 (eV)
Max |F|: 0.336; 0.334 (eV Å⁻¹)